{"formula": "C66H158N10O12", "method": "ωB97M-V/def2-TZVPD", "species": ["O", "O", "O", "O", "O", "O", "O", "O", "O", "O", "O", "O", "N", "N", "N", "N", "N", "N", "N", "N", "N", "N", "C", "C", "C", "C", "C", "C", "C", "C", "C", "C", "C", "C", "C", "C", "C", "C", "C", "C", "C", "C", "C", "C", "C", "C", "C", "C", "C", "C", "C", "C", "C", "C", "C", "C", "C", "C", "C", "C", "C", "C", "C", "C", "C", "C", "C", "C", "C", "C", "C", "C", "C", "C", "C", "C", "C", "C", "C", "C", "C", "C", "C", "C", "C", "C", "C", "C", "H", "H", "H", "H", "H", "H", "H", "H", "H", "H", "H", "H", "H", "H", "H", "H", "H", "H", "H", "H", "H", "H", "H", "H", "H", "H", "H", "H", "H", "H", "H", "H", "H", "H", "H", "H", "H", "H", "H", "H", "H", "H", "H", "H", "H", "H", "H", "H", "H", "H", "H", "H", "H", "H", "H", "H", "H", "H", "H", "H", "H", "H", "H", "H", "H", "H", "H", "H", "H", "H", "H", "H", "H", "H", "H", "H", "H", "H", "H", "H", "H", "H", "H", "H", "H", "H", "H", "H", "H", "H", "H", "H", "H", "H", "H", "H", "H", "H", "H", "H", "H", "H", "H", "H", "H", "H", "H", "H", "H", "H", "H", "H", "H", "H", "H", "H", "H", "H", "H", "H", "H", "H", "H", "H", "H", "H", "H", "H", "H", "H", "H", "H", "H", "H", "H", "H", "H", "H", "H", "H", "H", "H", "H", "H", "H", "H", "H", "H", "H", "H", "H", "H", "H", "H", "H", "H", "H", "H"], "xyz": [[15.207866, 19.058905, 15.796681], [12.707024, 9.992893, 14.737650], [11.814955, 11.368978, 18.326535], [10.605410, 18.371713, 24.116517], [16.833486, 17.197997, 20.625663], [15.049230, 11.285188, 22.274418], [8.917547, 14.743347, 20.741275], [14.569020, 14.667722, 17.783228], [19.752750, 11.989903, 15.592870], [10.660393, 11.688512, 24.064090], [14.819190, 16.059712, 25.681328], [18.686646, 16.907641, 11.806749], [17.540712, 16.039627, 11.925650], [15.773227, 10.075953, 22.224218], [18.289616, 14.878889, 26.545088], [12.515199, 16.565903, 16.762314], [11.248884, 15.112496, 22.552697], [10.883986, 12.771489, 24.950841], [13.090275, 14.180292, 20.288496], [18.100012, 17.892644, 20.481127], [9.573893, 11.173147, 13.015283], [12.831156, 10.502158, 20.816107], [9.518896, 19.260213, 24.353767], [19.174438, 16.929856, 20.982175], [9.338232, 11.690086, 26.640278], [10.304513, 17.067072, 23.583017], [17.660197, 15.479772, 13.298868], [9.838820, 12.523096, 20.761323], [17.033621, 10.240571, 21.432304], [16.324385, 16.720251, 11.615870], [12.259839, 12.692564, 25.550321], [15.278086, 15.101213, 13.194161], [17.219482, 19.506016, 19.035793], [13.841343, 10.780186, 14.471910], [13.125079, 9.805488, 19.518698], [9.739138, 12.963728, 25.797667], [11.772003, 12.489585, 17.346672], [17.072190, 14.331007, 24.519702], [16.437765, 8.142436, 23.501166], [17.266368, 15.322521, 25.599052], [11.701854, 10.017250, 13.697919], [20.555667, 17.470726, 20.564313], [19.574271, 18.757785, 18.684418], [18.159318, 18.303565, 19.137291], [14.416741, 17.847964, 15.808175], [18.043309, 11.316642, 21.934133], [20.653986, 17.706989, 19.089751], [16.285201, 10.390123, 24.659258], [16.639246, 10.592910, 19.981774], [9.921453, 14.186440, 26.694054], [19.066055, 14.861207, 13.217384], [13.107238, 10.732976, 18.389377], [19.092083, 12.883408, 17.761231], [12.473537, 11.375509, 26.274483], [15.158874, 14.135684, 16.622510], [16.343952, 17.140490, 10.096228], [17.665443, 8.845087, 21.492662], [17.805043, 8.285484, 22.918488], [18.983791, 15.553578, 20.416994], [14.879087, 17.380503, 25.124200], [11.145016, 13.976705, 27.557746], [15.287627, 14.376573, 18.972685], [18.980053, 16.910898, 22.499180], [15.227281, 14.435640, 21.526921], [17.696890, 11.174650, 16.469148], [9.351796, 13.655911, 19.915600], [12.346298, 17.188632, 22.097065], [8.350126, 13.240736, 18.871868], [15.760315, 9.441275, 23.559700], [15.967772, 15.631533, 26.446235], [14.621301, 20.296931, 15.426276], [13.167658, 12.937503, 24.327517], [10.638724, 11.034707, 14.050870], [12.202430, 8.575636, 19.292514], [15.196331, 15.667732, 11.800290], [17.655041, 17.260998, 18.049492], [14.439253, 14.757097, 20.220853], [18.586725, 12.367900, 16.435498], [11.586826, 16.435883, 23.127871], [14.336350, 9.199294, 23.747103], [16.025602, 18.053951, 12.314239], [16.620601, 14.440427, 13.424985], [13.684817, 18.129908, 18.327120], [12.364600, 13.848729, 26.582592], [9.946035, 10.592582, 15.373143], [8.570921, 13.197971, 24.848926], [17.661402, 16.483089, 14.481694], [13.239593, 17.830971, 16.898815], [10.368088, 11.724879, 20.234870], [8.440803, 12.278464, 24.251150], [16.303378, 17.798857, 21.170450], [16.269438, 14.852954, 19.052984], [13.841773, 11.575080, 18.487115], [14.298963, 15.853099, 20.220367], [14.933735, 20.569794, 14.415644], [12.591906, 18.233282, 22.372671], [13.029623, 15.809603, 17.152501], [12.714200, 9.859030, 21.583699], [15.692396, 14.686834, 26.929478], [13.283633, 13.727618, 27.151707], [16.800940, 16.345689, 9.533063], [19.574064, 18.975766, 17.621782], [12.987052, 13.916681, 23.890960], [11.289544, 14.777812, 28.253564], [18.424304, 11.256941, 22.971367], [9.925995, 11.716095, 12.224499], [18.631486, 8.857395, 20.970371], [17.595887, 12.339493, 21.853237], [9.692363, 10.753407, 26.185865], [19.218214, 17.877380, 22.938779], [17.997118, 15.156879, 20.668081], [20.558658, 16.737665, 18.567089], [12.430283, 10.532978, 25.601381], [13.567499, 20.124351, 15.372005], [17.922061, 16.695321, 22.725966], [12.098299, 14.696637, 22.120895], [12.687007, 7.844104, 18.608317], [14.431181, 14.398138, 13.236477], [16.068838, 9.769600, 19.562694], [12.815165, 18.118595, 18.951064], [19.074320, 14.435195, 26.093095], [16.877579, 18.719071, 12.173771], [14.332909, 11.216486, 21.579853], [9.696494, 14.958469, 21.267880], [20.807331, 18.355892, 21.153374], [17.569207, 20.277170, 19.691178], [14.218133, 16.119572, 11.637094], [18.977178, 16.818742, 10.903560], [15.139078, 17.010498, 15.940346], [8.756385, 14.071411, 24.280846], [21.596114, 18.091099, 18.745540], [8.690270, 12.300742, 18.404454], [15.432345, 18.040751, 25.782527], [10.005726, 15.045477, 26.003172], [16.217352, 14.660178, 23.905852], [8.127190, 14.020978, 18.131486], [14.365416, 10.538155, 13.557085], [13.255717, 16.684056, 21.909832], [10.630653, 10.428955, 16.188842], [8.823574, 19.328236, 23.515755], [14.438397, 14.205001, 15.801216], [20.414769, 12.708398, 15.645026], [18.026095, 13.125802, 15.888973], [16.137972, 14.973106, 21.512268], [17.062855, 19.885486, 17.981815], [16.805882, 13.676354, 12.604644], [18.654993, 15.580726, 27.165269], [12.992230, 12.193662, 23.499694], [13.926668, 17.674053, 14.877872], [8.776391, 11.687052, 13.398394], [14.190249, 12.953006, 24.668806], [14.176259, 9.445644, 19.656263], [9.656328, 11.622909, 27.691556], [16.926978, 11.350120, 17.232887], [15.133789, 15.896035, 13.914370], [18.410329, 8.978931, 23.546686], [10.720596, 12.775973, 17.279071], [11.589621, 16.634757, 17.192874], [14.133778, 19.100480, 18.368920], [7.648822, 13.321175, 25.464408], [19.032591, 15.489453, 19.341861], [11.226417, 11.945566, 14.247184], [11.700338, 11.172452, 27.000455], [12.415079, 14.739482, 19.763391], [18.932782, 11.340474, 21.287342], [17.481344, 17.694720, 17.071648], [15.409452, 17.433525, 24.164918], [16.559441, 7.761487, 24.511524], [12.030871, 7.962403, 20.160762], [13.622009, 11.828551, 14.410124], [15.484403, 13.105725, 16.773907], [12.153976, 10.180178, 12.728890], [15.337352, 14.904420, 11.035377], [10.821960, 14.495232, 23.297962], [12.524959, 18.630801, 16.600819], [12.559353, 14.819233, 26.094883], [16.296031, 16.204965, 27.290673], [16.848635, 13.354035, 24.921959], [9.887329, 20.276631, 24.635871], [10.507112, 12.860974, 21.561125], [13.891228, 17.806082, 24.957080], [11.259376, 9.001275, 13.706130], [19.515326, 16.092795, 22.992951], [16.679893, 16.722697, 14.833628], [17.522679, 10.917187, 19.407641], [18.258737, 13.118807, 18.405285], [10.268038, 13.893034, 19.323999], [14.201680, 8.545388, 24.627577], [19.179649, 14.186493, 14.092310], [13.017963, 13.150593, 20.097701], [9.776196, 16.456935, 24.315108], [19.164829, 14.193055, 12.364245], [13.926870, 8.769352, 22.829897], [8.947322, 18.921762, 25.258171], [12.228203, 16.392642, 24.036233], [12.335569, 13.347671, 17.733886], [13.452515, 11.452146, 26.770998], [16.995124, 17.977993, 9.964241], [18.224614, 10.241324, 16.651737], [11.256612, 8.987154, 18.895015], [11.718800, 17.276682, 21.201377], [17.516824, 16.225046, 25.031412], [9.411844, 9.684637, 15.125192], [14.623420, 14.709413, 22.411611], [19.700245, 13.761389, 17.636158], [15.877985, 7.524613, 22.789568], [19.831769, 15.615164, 13.190546], [17.929104, 14.305745, 23.827319], [15.433184, 13.385590, 21.528384], [9.279173, 11.361494, 15.724171], [16.239694, 19.194115, 19.417748], [19.675427, 12.077634, 18.283429], [7.364757, 13.021875, 19.296648], [18.399298, 7.337373, 22.960159], [18.079046, 15.965065, 15.340424], [16.708984, 16.808283, 18.356751], [8.897861, 12.123458, 21.215161], [9.627120, 17.196959, 22.751257], [12.217269, 12.171610, 16.381743], [19.705427, 14.861464, 20.891044], [15.343622, 17.460743, 9.762489], [15.471882, 13.270925, 19.041775], [21.340228, 16.731357, 20.807712], [15.086483, 18.460385, 11.908796], [15.805734, 10.176617, 25.617622], [13.242982, 10.170945, 17.454016], [18.292770, 17.355898, 14.297518], [11.939890, 10.956596, 20.747202], [14.794126, 21.138390, 16.084979], [15.890964, 11.394828, 24.429659], [16.674809, 13.894140, 14.348940], [17.032763, 8.120829, 20.931884], [17.373799, 10.444845, 24.889713], [18.396430, 16.464397, 17.876266], [14.313281, 17.309642, 18.739186], [8.261870, 11.663083, 26.748097], [10.300463, 12.080237, 23.229338], [15.857901, 17.932878, 13.394191], [9.000868, 14.334414, 27.257432], [14.541461, 10.652721, 15.277909], [16.001956, 11.436746, 19.986011], [17.294131, 11.045787, 15.467622], [19.736903, 19.701516, 19.230374], [10.953925, 13.040311, 28.159315], [13.738091, 10.124086, 23.921981], [16.057709, 14.747943, 16.367346]], "atomic_forces_ev_per_a": [[0.626, -0.573, 0.706], [-0.202, -0.014, -0.643], [0.066, 1.064, -1.023], [0.141, 0.169, -0.053], [0.092, 0.477, 0.526], [0.138, 0.478, -0.368], [-0.280, -0.819, -1.225], [0.079, -0.071, 0.561], [-0.567, 0.747, 0.649], [-0.088, -0.232, -0.681], [0.690, 0.486, 0.418], [-0.825, 0.806, 0.140], [0.788, -0.001, 0.606], [0.763, 0.073, -1.630], [-0.218, -0.275, -0.088], [-0.768, 0.955, -0.620], [-0.291, -0.187, 0.916], [0.886, 1.211, -0.268], [0.151, -0.661, -0.172], [0.679, -1.514, 1.756], [0.899, 0.225, 0.281], [0.227, 0.207, -1.051], [-0.132, -0.410, 1.353], [-0.583, 0.896, -0.152], [0.220, -0.194, 0.416], [-0.453, 1.663, 0.135], [2.458, 0.747, -0.600], [-1.355, -1.182, 1.332], [0.004, -0.159, 0.977], [-1.754, 1.321, -2.113], [-1.571, 0.676, -0.766], [-0.993, -1.097, -0.386], [-0.884, -0.157, -1.054], [-0.024, -0.089, 0.021], [0.719, -2.018, 2.735], [-1.338, -1.388, 0.860], [0.463, -1.152, 1.057], [-0.722, -0.237, -1.044], [1.206, -0.889, -0.417], [-0.482, 1.191, 0.797], [-0.150, -1.184, 0.755], [0.596, -0.455, 0.766], [-0.153, -0.764, 1.442], [-0.381, 0.563, -4.147], [-0.406, 0.756, 1.708], [-0.246, 1.074, 0.088], [-1.134, 0.752, -1.083], [-0.168, 0.672, 0.609], [0.928, -0.418, 0.791], [-0.027, -0.104, -0.687], [-0.426, -1.492, 1.442], [-0.631, 2.027, -1.282], [0.030, -1.444, 0.434], [0.689, 0.084, -0.085], [0.757, 0.813, -0.155], [-0.066, -0.457, 1.115], [0.448, -0.820, -0.385], [1.786, 0.378, -0.161], [-0.281, -1.439, 0.582], [0.723, -0.220, 0.122], [0.263, -1.119, -0.775], [-0.764, -1.000, 1.060], [-0.510, -0.421, 0.082], [-1.626, 0.128, -1.086], [-0.214, -0.415, 0.055], [1.630, 0.737, -0.790], [-0.891, 1.953, -0.418], [-1.034, -0.242, 0.069], [0.716, 2.587, -0.376], [0.432, -1.655, -1.542], [-0.570, -1.133, -0.939], [-0.157, -0.632, 0.055], [-0.608, 0.213, 0.933], [0.464, 0.458, -1.059], [0.895, 1.022, -0.041], [0.365, -0.440, 0.657], [0.241, 0.383, 0.370], [1.888, -0.033, -1.115], [0.057, -0.963, 1.019], [-2.867, 0.163, 1.440], [-0.311, -0.551, 1.106], [-0.809, -1.335, -1.572], [0.223, -1.199, -0.455], [-0.081, 0.342, 0.352], [0.532, 0.323, -1.113], [-1.009, -1.265, 1.326], [0.477, -0.750, -0.208], [0.594, 0.135, -0.792], [-0.426, 0.244, -0.343], [-0.166, 0.716, -0.002], [0.222, -0.157, -0.087], [-0.046, 0.253, -0.350], [-0.044, -0.848, -0.057], [-0.011, -0.394, -0.231], [0.223, 0.044, -0.004], [-0.171, -0.571, 0.218], [0.379, -0.580, 0.563], [0.224, -0.425, 0.017], [-0.273, -0.045, -0.382], [0.150, -0.390, 0.160], [-0.349, -0.571, -0.592], [-0.137, -0.035, -0.132], [-0.209, 0.110, 0.292], [0.228, 0.529, 0.378], [-0.460, -0.422, -0.446], [-0.180, -0.207, 0.229], [-0.093, 0.091, 0.122], [0.130, -0.745, 0.032], [-0.330, 0.389, -0.176], [0.178, -0.019, 0.059], [0.057, 0.110, 0.129], [-0.307, 0.479, -0.002], [0.299, -0.220, -0.321], [-0.981, 0.328, -0.052], [0.288, 0.162, -0.197], [-0.858, 0.001, 0.404], [-0.467, 0.742, -0.134], [0.273, 0.008, 0.614], [0.405, -0.138, -0.400], [-0.723, 0.221, 0.454], [0.001, -0.043, -0.183], [-0.224, 0.178, -0.022], [0.345, -0.319, 0.713], [0.458, 0.376, 0.597], [-0.149, 0.192, -0.147], [0.298, 0.686, 0.256], [0.032, 0.206, -0.071], [0.069, -0.255, -0.498], [-0.516, 0.662, 0.373], [-0.015, 0.830, -0.951], [0.749, 0.178, 0.274], [-0.046, 0.493, -0.086], [0.031, 0.251, 0.358], [0.262, -0.066, 0.450], [0.232, -0.278, 0.257], [0.503, -0.185, 0.052], [0.005, -0.472, -0.489], [0.998, -0.579, -0.523], [0.418, -0.302, 0.046], [0.091, -0.006, -0.180], [0.090, -0.040, 0.169], [-0.593, -0.504, -0.039], [0.119, 0.500, 0.125], [0.984, 0.635, 0.184], [0.335, -0.427, 1.131], [-0.247, 0.730, 0.840], [-0.100, 0.378, 0.021], [0.396, 0.569, 1.099], [-0.403, 0.058, -1.045], [0.421, -0.216, -0.101], [0.624, -0.328, -0.182], [-0.846, 0.172, -0.299], [0.369, 0.436, -0.336], [-0.058, -0.344, -0.392], [-0.336, 0.031, 0.216], [-0.334, -0.239, -0.393], [0.198, -0.188, -0.280], [0.513, -0.156, -0.153], [0.601, 0.462, 0.269], [0.535, 0.111, -0.584], [0.405, -0.001, -0.138], [-0.448, 0.303, -0.118], [0.018, 0.276, 0.405], [0.278, -0.632, -0.009], [-0.226, -0.190, 0.021], [0.043, 0.604, -0.004], [0.002, -0.407, -0.059], [-0.605, -0.493, 0.059], [-0.154, 0.256, 0.737], [-0.372, 0.876, 0.015], [-0.087, -0.216, -0.031], [0.198, 0.183, -0.352], [0.002, -0.219, 0.062], [1.100, 0.630, -0.941], [0.432, -0.390, 0.062], [-0.507, -0.299, -0.133], [-0.300, 1.383, 0.312], [0.052, -0.472, -0.026], [0.095, -0.885, -0.559], [-0.080, 0.245, -0.219], [-0.215, -0.398, 0.237], [0.169, 0.449, -0.155], [0.344, 0.272, -0.144], [-0.440, 0.640, -0.184], [-0.265, -0.666, 0.035], [-0.358, 0.285, 0.315], [-0.354, 0.791, 0.195], [-0.279, 0.075, -0.430], [0.210, 0.459, -0.224], [0.135, 1.462, 0.044], [0.081, -0.167, 0.285], [-0.103, 0.191, -0.284], [0.049, -0.463, 0.290], [0.190, 0.101, -0.688], [-0.157, -0.395, -0.253], [0.081, -0.204, 0.001], [-0.227, -0.451, -0.096], [0.426, 0.763, 0.017], [0.199, 0.054, 0.480], [0.253, -0.691, 0.081], [0.302, -0.226, -0.164], [0.279, 0.540, 0.445], [-0.326, -0.231, 0.241], [0.280, -0.177, -0.436], [0.349, 0.409, -0.020], [-0.166, -0.464, 0.629], [0.282, 0.063, 0.178], [-0.101, -0.217, 0.360], [0.146, -0.724, 0.418], [-0.583, 0.291, -0.027], [0.065, 0.161, -0.277], [-0.340, 0.730, -0.506], [0.115, -0.105, 0.320], [-0.663, 0.563, -0.346], [0.422, -0.235, 0.114], [0.179, 0.019, -0.016], [0.815, -0.220, 0.113], [-0.316, -0.045, -0.588], [-0.465, 0.096, 0.447], [-0.129, 0.258, -0.408], [0.373, -0.501, -0.009], [-0.109, 0.564, -0.220], [-0.475, 0.056, 0.327], [0.469, 0.096, -0.058], [-0.019, -0.384, 0.045], [0.339, 0.198, 0.048], [-0.345, -0.015, -0.083], [-0.369, 0.388, -0.152], [0.443, -0.211, 0.536], [0.470, -0.291, -0.093], [0.081, -0.070, 0.619], [0.199, 0.497, 0.172], [-0.667, -0.187, -0.642], [-0.296, 0.197, 0.098], [0.088, 0.738, -0.469], [-0.378, -0.165, -0.319], [0.552, -0.301, 1.100], [0.111, 0.190, -0.303], [-0.036, -0.072, 0.174], [0.245, -0.180, 0.495], [-0.815, 1.011, 0.165], [-0.491, 0.044, 0.007], [0.477, -0.219, -0.198], [0.586, 0.959, -0.542], [0.624, -0.597, 0.014], [-0.405, -0.428, -0.029]], "largest_force_ev_per_a": 4.203, "total_charge": 0, "e_homo_ev": -8.12, "e_tot_ev": -110467.602, "lumo_ev": 0.5, "smiles": "CC1(C)CCCC(C)(C)N1O.CC1(C)CCCC(C)(C)N1O.CC1(C)CCCC(C)(C)N1O.CC1(C)CCCC(C)(C)N1O.COC[C@H](C)N.COC[C@H](C)N.COC[C@H](C)N.COC[C@H](C)N.COC[C@H](C)N.COC[C@H](C)N.CC(C)O.CC(C)O"}